[1]
C15H35InN5O5 | ωB97M-V with the def2-TZVPD basis set

Geometry as XYZ:
```
61
Properties=species:S:1:pos:R:3:forces:R:3:mulliken_charge:R:1
In -0.466734 -0.584107 0.348687 0.98 0.20 -0.62 1.7532
C -2.231630 3.033956 -2.989682 0.96 -0.14 0.01 -1.1947
C -1.012861 2.520245 -2.268861 0.43 -0.09 0.90 0.6046
O -1.110493 1.490490 -1.551464 -0.51 -0.70 0.24 -0.5186
N 0.158113 3.149381 -2.335228 0.04 -0.19 0.29 -0.0960
C 0.418125 4.385136 -3.050805 -0.23 0.09 -1.43 -0.9333
H -1.933730 3.319828 -3.999619 -0.24 -0.10 -0.10 0.4159
H -2.554000 3.946676 -2.487100 -0.28 -0.12 0.07 0.3616
H -2.959540 2.231193 -2.972154 -0.30 0.29 -0.10 0.3280
H 0.871702 2.710793 -1.770452 0.14 0.28 0.01 0.2553
H -0.289975 5.176875 -2.812983 0.06 -0.06 0.24 0.3275
H 0.313597 4.154606 -4.116509 -0.10 0.30 0.00 0.3249
H 1.433248 4.760875 -2.967301 0.03 -0.26 0.60 0.3454
C 0.326378 -2.453482 -3.995927 -0.64 -0.61 -0.40 -0.8408
C 0.516896 -1.101504 -3.392890 0.10 0.42 -0.20 0.5292
O 0.637460 -0.977224 -2.158959 0.09 0.43 1.64 -0.5316
N 0.589993 -0.013709 -4.176300 0.13 -1.10 -1.17 -0.0089
C 0.512884 -0.090836 -5.631843 0.02 0.57 -0.79 -1.0815
H -0.728486 -2.715895 -3.862252 -0.03 0.09 0.05 0.1952
H 0.883686 -3.236911 -3.486991 0.19 0.35 0.32 0.2613
H 0.517425 -2.584272 -5.058357 0.13 0.45 0.02 0.3994
H 0.752191 0.921557 -3.837487 0.00 -0.22 0.77 0.2975
H 1.242465 -0.709383 -6.160572 0.16 -0.34 0.68 0.3844
H 0.727223 0.898590 -6.034351 -0.35 0.08 0.12 0.3309
H -0.475014 -0.421668 -5.956834 -0.04 0.11 0.06 0.3924
C -2.128557 1.980330 4.555291 -0.56 -0.34 0.03 -1.2475
C -1.042659 1.924488 3.523975 0.77 -0.02 0.24 0.5233
O -1.087421 1.106290 2.586030 -0.46 -0.87 -0.69 -0.5051
N 0.062916 2.672534 3.710649 -1.06 -0.28 -0.01 0.0139
C 0.128401 3.761567 4.681272 0.51 0.39 0.21 -1.0549
H -2.420509 3.001147 4.793216 0.14 0.00 0.16 0.4238
H -1.808801 1.439303 5.449296 0.34 0.40 0.14 0.3039
H -3.022312 1.428323 4.269339 0.11 0.14 -0.51 0.3327
H 0.713778 2.572274 2.943868 0.22 0.41 0.18 0.2959
H 1.122688 4.203094 4.666060 -0.03 -0.01 -0.20 0.3633
H -0.026634 3.432623 5.708174 -0.11 -0.33 -0.13 0.3685
H -0.599377 4.546244 4.474173 0.02 -0.02 -0.15 0.3658
C 1.074232 -4.954509 -0.401260 1.13 -0.54 -0.09 -1.1840
C -0.245550 -4.411823 -0.857362 1.46 -0.85 0.14 0.7798
O -0.607415 -3.270349 -0.511604 -1.12 1.33 0.04 -0.5467
N -0.942987 -5.170131 -1.688622 -0.91 0.92 -0.17 -0.1495
C -2.211177 -4.741207 -2.285529 -0.36 -0.32 0.27 -0.9121
H 1.349630 -5.918439 -0.833722 -0.52 -0.10 -0.01 0.3878
H 1.180048 -5.065091 0.676963 -0.39 0.20 0.05 0.3399
H 1.902617 -4.320998 -0.729073 -0.30 0.42 0.06 0.2806
H -0.618204 -6.076298 -1.986050 0.37 -0.01 0.33 0.2542
H -2.112304 -4.675323 -3.366823 -0.05 0.05 0.00 0.3358
H -2.554682 -3.803540 -1.859636 0.33 0.13 -0.06 0.3050
H -2.989495 -5.462928 -2.037904 0.10 -0.14 -0.16 0.3395
C 3.272121 0.687224 3.508696 -0.40 -0.47 -0.06 -1.1172
C 2.019423 -0.175133 3.605577 -0.28 1.17 0.43 0.6532
O 1.440072 -0.464172 2.549260 -0.37 -0.67 -1.33 -0.4778
N 1.533169 -0.441547 4.818834 -0.06 0.32 -0.07 -0.0967
C 0.213536 -0.953659 5.117424 -0.28 -0.65 -0.13 -0.8435
H 3.637230 0.658287 2.486518 0.28 -0.35 0.12 0.3379
H 3.991925 0.324024 4.240819 0.25 0.29 -0.13 0.4044
H 3.002779 1.731549 3.674614 -0.03 -0.07 0.43 0.2420
H 2.005861 -0.083119 5.637467 0.44 -0.03 -0.29 0.2658
H -0.463338 -0.906652 4.265807 0.20 0.21 -0.09 0.2540
H -0.200108 -0.377486 5.942646 -0.02 -0.15 0.05 0.3271
H 0.292160 -2.008080 5.397856 -0.09 0.11 0.18 0.3356
```
Positions in Å, forces in eV/Å.

As for the spin multiplicity: 1. The calculation puts the energy at -38956.01337 eV. Its total charge is +3.

=====

[2]
C3H6N2OS | ωB97M-V with the def2-TZVPD basis set

Geometry as XYZ:
```
13
Properties=species:S:1:pos:R:3:forces:R:3:mulliken_charge:R:1
C -0.656398 -0.807312 0.426294 3.49 0.25 -1.04 0.6087
C 0.194259 0.431745 0.792349 -0.50 -0.10 1.62 -0.7690
C 0.442010 1.295646 -0.398682 0.45 0.99 0.11 0.4458
H 1.094277 -1.687790 -0.261336 0.22 0.05 -0.29 0.1913
H -0.364567 -2.417307 -0.741386 -0.85 -1.42 -1.10 0.2155
H -2.253424 -0.165760 0.967607 -0.97 1.14 0.53 0.2523
H -0.221386 1.120924 1.594716 0.12 -1.26 -1.01 0.3608
H 1.092319 -0.049219 1.229273 0.09 0.77 -0.47 0.2506
H 1.275704 1.437743 -2.065362 -0.15 -1.33 1.27 0.3622
N 0.108493 -1.795917 -0.172112 0.55 1.57 1.59 -0.4479
N -1.867179 -0.955457 0.525772 -2.63 -0.99 0.14 -0.7408
O 1.176258 0.732855 -1.340160 0.41 0.66 -1.61 -0.4050
S -0.020366 2.859849 -0.556972 -0.23 -0.33 0.24 -0.3244
```
Positions in Å, forces in eV/Å.

Its SMILES is [H]/N=C(/N)CC(O)=S. As for the spin multiplicity: 1. The calculation puts the energy at -19070.80430 eV.

=====

Calculated HOMO, -17.762 -9.225 eV (same order as the records).
Calculated energy relative to the best compared isomer or geometry (same formula, charge and spin), 33.2 31.4 kcal/mol (same order as the records).